{
  "formula": "C22H35N2O3PPtS2",
  "method": "ωB97M-V with the def2-TZVPD basis set",
  "elements": ["Pt", "N", "C", "N", "C", "C", "C", "C", "C", "H", "H", "H", "H", "H", "H", "H", "H", "H", "H", "C", "O", "C", "C", "H", "H", "H", "H", "H", "H", "C", "C", "C", "C", "C", "C", "C", "H", "H", "H", "H", "H", "C", "C", "C", "O", "P", "S", "S", "O", "C", "C", "C", "H", "H", "H", "H", "H", "H", "H", "H", "H", "H", "H", "H", "H", "H"],
  "xyz": [[-0.7430, -1.5633, 0.7661], [0.4528, 0.2650, 1.0714], [0.5571, 0.9795, 1.9795], [0.5567, 1.6378, 3.1454], [0.7236, 3.0848, 3.0816], [0.1716, 3.7071, 4.3571], [0.8824, 3.1138, 5.5726], [0.7162, 1.5936, 5.5844], [1.1986, 0.9805, 4.2737], [0.1861, 3.4472, 2.2070], [1.7859, 3.3547, 2.9684], [-0.8973, 3.4883, 4.4145], [0.2960, 4.7918, 4.3233], [0.4874, 3.5447, 6.4962], [1.9489, 3.3625, 5.5229], [-0.3387, 1.3463, 5.7258], [1.2796, 1.1554, 6.4118], [0.9484, -0.0788, 4.2311], [2.2950, 1.0738, 4.2099], [1.3550, -3.6436, -0.6824], [0.9510, -4.1363, 0.5782], [-0.1978, -3.5320, 1.1462], [-0.5535, -4.3035, 2.3810], [2.4445, -3.5296, -0.6936], [0.8934, -2.6722, -0.8958], [1.0666, -4.3405, -1.4790], [-0.3357, -5.3711, 2.2452], [-1.6147, -4.1765, 2.5980], [0.0057, -3.9610, 3.2708], [-2.4932, -0.9249, 1.4406], [-3.2307, 0.2251, 1.6823], [-3.1713, 1.3781, 0.8264], [-3.8414, 2.5380, 1.1341], [-4.6227, 2.6435, 2.2943], [-4.7246, 1.5308, 3.1363], [-4.0700, 0.3560, 2.8409], [-2.5584, 1.3064, -0.0661], [-3.7610, 3.3911, 0.4674], [-5.1431, 3.5652, 2.5294], [-5.3215, 1.6025, 4.0419], [-4.1474, -0.5003, 3.5019], [0.6090, -1.9625, -6.6721], [-0.4515, -2.0033, -5.5729], [-0.0176, -2.9123, -4.4291], [-0.7786, -0.6512, -5.2334], [-0.2617, 0.2781, -3.9928], [-0.5438, 2.1418, -4.5886], [-0.9512, -0.3690, -2.2579], [1.3623, -0.0682, -4.1419], [2.3421, 0.7909, -3.5728], [2.5338, 0.5106, -2.0853], [3.6303, 0.5557, -4.3528], [0.7887, -2.9616, -7.0785], [1.5325, -1.5646, -6.2508], [0.2786, -1.3034, -7.4768], [-1.3791, -2.4078, -5.9947], [0.9189, -2.5588, -4.0000], [0.1192, -3.9282, -4.8122], [-0.7630, -2.9265, -3.6383], [2.0209, 1.8282, -3.7057], [2.9118, -0.5054, -1.9408], [1.5827, 0.5918, -1.5589], [3.2482, 1.2206, -1.6588], [3.9518, -0.4800, -4.2146], [4.4165, 1.2238, -3.9942], [3.4628, 0.7311, -5.4167]],
  "atomic_forces_ev_per_a": [[-0.4, -1.2, 0.6], [0.3, 0.6, -0.2], [-0.1, 0.0, 0.2], [0.0, 0.1, -0.1], [-0.1, 0.2, 0.1], [0.1, -0.1, 0.0], [-0.1, -0.1, 0.0], [0.0, 0.1, -0.1], [0.0, -0.2, 0.3], [0.0, 0.0, 0.0], [0.0, -0.1, 0.0], [0.0, 0.0, 0.0], [0.0, 0.0, 0.0], [0.0, 0.0, 0.0], [0.0, 0.0, 0.0], [0.0, 0.0, 0.0], [0.0, 0.0, 0.0], [0.0, 0.0, -0.1], [0.0, 0.0, -0.1], [-0.1, 0.0, 0.1], [0.0, 0.2, 0.1], [-0.3, 0.2, -0.5], [0.0, 0.2, -0.2], [0.0, 0.0, 0.0], [0.0, 0.0, 0.0], [0.0, 0.0, 0.0], [0.0, 0.0, 0.0], [0.0, 0.0, 0.0], [0.0, -0.1, 0.0], [0.8, -0.4, -0.1], [-0.4, 0.3, 0.1], [0.2, -0.2, 0.0], [-0.1, 0.1, 0.1], [0.0, 0.0, 0.0], [0.0, 0.1, 0.0], [0.1, -0.1, -0.1], [0.0, 0.0, 0.0], [0.0, 0.0, 0.0], [0.0, 0.0, 0.0], [0.0, 0.0, 0.0], [0.0, 0.0, 0.0], [-0.1, 0.1, 0.1], [0.2, 0.0, -0.1], [-0.1, 0.2, 0.0], [0.1, -0.1, 0.1], [0.2, -0.3, 0.0], [0.0, 0.0, 0.1], [0.1, 0.3, -0.5], [-0.4, 0.0, 0.0], [0.3, 0.0, 0.2], [-0.1, 0.0, -0.2], [-0.2, 0.0, 0.0], [0.0, 0.0, 0.0], [0.0, 0.0, 0.0], [0.0, 0.0, 0.0], [0.0, 0.0, 0.0], [0.0, 0.0, 0.0], [0.0, 0.0, 0.0], [0.0, 0.0, 0.1], [-0.1, 0.0, -0.1], [0.0, 0.0, 0.0], [0.1, 0.0, 0.0], [0.0, 0.0, 0.0], [0.0, 0.0, 0.0], [0.0, 0.0, 0.0], [0.0, 0.0, 0.0]],
  "mulliken_spin": [0.9962, -0.1148, 0.1547, -0.0102, 0.0121, 0.0007, 0.0038, 0.0017, 0.0095, 0.0115, -0.0060, 0.0016, -0.0006, 0.0004, -0.0022, 0.0020, -0.0017, 0.0081, -0.0070, 0.0257, 0.0493, 0.9272, -0.0717, 0.0123, -0.0122, 0.0124, 0.0190, 0.0234, 0.0698, 1.4691, -0.2072, 0.2401, -0.1136, 0.2795, -0.1376, 0.3210, 0.0074, -0.0107, 0.0323, -0.0066, 0.0195, -0.0002, 0.0009, 0.0025, 0.0007, 0.0105, 0.0016, -0.0266, 0.0022, -0.0011, 0.0047, -0.0004, 0.0001, -0.0001, 0.0002, 0.0000, -0.0024, -0.0009, 0.0036, -0.0001, 0.0001, -0.0045, 0.0009, 0.0001, -0.0001, 0.0001],
  "e_tot_ha": -2451.4345,
  "relative_energy_kcal_mol": 15.8,
  "total_charge": -2,
  "homo_ev": [0.88, -1.40],
  "s_squared": 6.06,
  "spin_multiplicity": 5,
  "max_force_ev_per_a": 1.36,
  "homo_lumo_gap_ev": [3.31, 5.57]
}